[1]
47
Properties=species:S:1:pos:R:3 method="wB97M-V/def2-TZVPD" spin_multiplicity=1 e_above_lowest_kcal_mol=0.0 e_tot_ev=-128212.622 homo_energy_ev=-12.018 charge=+1 gap_ev=6.371 e_lumo_ev=-5.6
Au 0.12406 -0.01820 0.00886
Br 0.04161 2.50925 -0.01520
P 2.45352 0.02243 -0.05017
F 5.85355 3.82866 0.30427
F 1.34605 5.09079 0.12948
F 5.15357 1.26518 0.20243
F 3.95655 5.76794 0.26129
N -0.61290 -4.01774 -0.10661
N -2.61820 1.09316 0.13152
N -3.84573 0.72627 0.14486
N -2.34493 -2.38803 0.02953
N -3.95563 -0.62658 0.11590
N -1.87588 -0.05330 0.09634
N 0.01637 -1.96086 -0.11460
N 1.13617 -2.72460 -0.19973
N 0.74020 -3.93761 -0.19466
C -1.04842 -2.78197 -0.05696
C 3.27977 -0.77750 1.30960
C 3.94330 -0.73575 3.61970
C 4.82411 -1.28927 -3.07441
C 3.36348 -0.10699 2.53406
C 4.57756 3.50983 0.23509
C 1.91852 2.81528 0.08038
C 3.93083 -1.36458 -4.13501
C 3.05553 -0.53505 -1.64034
C 2.15477 -0.62625 -2.70500
C 2.59352 -1.04336 -3.94958
C 4.19148 2.18184 0.18087
C 3.61170 4.50104 0.21218
C 2.27559 4.14366 0.13985
C -2.72569 -1.07299 0.08383
C 4.32687 -2.70460 2.27954
C 4.39352 -0.88371 -1.82203
C 4.42425 -2.03321 3.49054
C 3.74533 -2.08810 1.18365
C 2.85742 1.79658 0.09656
H 3.64524 -2.62077 0.25183
H 1.10824 -0.38433 -2.56382
H -3.06311 -3.09604 0.03874
H 5.86285 -1.55403 -3.21911
H 4.88116 -2.52295 4.34096
H 1.89098 -1.12602 -4.76777
H 4.02315 -0.21443 4.56386
H 2.98412 0.90381 2.63655
H 4.27784 -1.68180 -5.10994
H 5.09449 -0.84962 -0.99878
H 4.70043 -3.71517 2.18437

[2]
44
Properties=species:S:1:pos:R:3 method="wB97M-V/def2-TZVPD" spin_multiplicity=5 e_above_lowest_kcal_mol=9.0 e_tot_ev=-101026.958 homo_energy_ev="-7.269 / -7.266" charge=0 gap_ev="5.426 / 2.894" e_lumo_ev="-1.8 / -4.4"
Co 0.32504 -0.39778 0.23419
S 1.83338 -4.38976 -1.21237
S 0.07362 -3.68939 1.06050
F -5.15645 -1.69137 4.55170
F -6.08515 -0.78862 2.74323
F -5.29266 -2.86685 2.73933
O 0.67283 6.30084 1.77324
O 3.84777 1.39083 -0.51612
O 2.17033 -0.06923 0.09068
O 2.11386 6.07819 -0.03021
N 0.30621 1.54589 -0.09129
N -1.41694 -0.55745 1.06690
N 0.63608 -2.03389 -1.06608
C 2.74035 -0.84955 -3.85757
C 1.80034 3.45565 -0.08858
C -3.74988 -1.20194 2.55972
C -0.66627 2.36870 0.26233
C 3.46588 -2.04713 -4.06290
C 1.21115 5.64197 0.80546
C 2.18556 -3.23057 -2.39506
C 0.81713 -3.18725 -0.37331
C 1.74740 -0.81945 -2.88609
C 3.23742 -3.20844 -3.34452
C -1.69461 0.02914 2.27082
C -2.21899 -1.54395 0.63520
C 1.46809 -1.99440 -2.17095
C -0.49398 3.67948 0.73076
C 1.53995 2.10929 -0.20979
C -2.86291 -0.21799 3.01832
C 2.69713 1.13444 -0.20859
C 0.79841 4.26873 0.49645
C -3.29476 -1.96039 1.42582
C -5.04297 -1.58810 3.19815
H 3.76383 -4.11006 -3.62374
H -1.65741 1.91481 0.35936
H -1.98678 -1.96207 -0.36176
H 3.10099 0.02326 -4.39733
H 4.18070 -2.02105 -4.89043
H 2.82410 3.79510 -0.24635
H -3.79845 -2.88056 1.04307
H -3.01628 0.35130 3.94757
H -0.98648 0.82708 2.53075
H 1.21270 0.12040 -2.65844
H -1.34928 4.27220 1.14798

[3]
52
Properties=species:S:1:pos:R:3 method="wB97M-V/def2-TZVPD" spin_multiplicity=2 e_above_lowest_kcal_mol=45.3 e_tot_ev=-132080.674 homo_energy_ev="-8.675 / -8.815" charge=0 gap_ev="8.114 / 5.645" e_lumo_ev="-0.6 / -3.2"
Fe 0.20291 -0.03226 -0.08121
S -0.28513 2.24606 0.40515
S 2.45733 0.42349 0.68999
S 0.97531 0.37835 -5.18974
S 1.51585 -0.24975 -2.58975
F -1.25107 1.15826 -6.38076
F -1.50722 -0.52809 -5.04820
F 3.53115 1.43242 -2.21655
F -1.25783 1.46932 -4.24246
F 4.01616 -0.64744 -1.85937
F 3.81687 0.07419 -3.87771
O 1.40541 -1.35303 -1.64984
O 1.25923 -0.21315 -6.45009
O 0.83022 0.91920 -2.04882
O 1.55347 1.63784 -4.83336
N -0.56926 -0.47418 2.09103
N 1.10594 -0.71672 -4.01286
N -2.88927 -0.46072 1.62417
N 2.47157 7.37619 2.11845
N -1.88589 -0.62609 -0.50188
N 5.74257 5.11924 2.76989
C -2.16401 -0.38149 3.87292
C -2.03866 -0.72335 -1.83793
C -2.97319 -0.48803 0.24785
C 2.44707 4.85506 1.57405
C 4.79791 4.64420 2.32076
C -1.16344 -0.34503 4.81179
C -4.39256 -0.49909 -1.68186
C 0.39560 -0.45782 3.02835
C 2.39610 2.09395 1.02874
C -1.83021 -0.43831 2.51103
C -3.25869 -0.67553 -2.46860
C 3.60861 4.05449 1.78779
C 2.47031 6.25528 1.86655
C -0.87364 0.64543 -5.21654
C 0.15817 -0.38553 4.38055
C 3.34718 0.19393 -2.64695
C 1.22279 2.88648 0.85954
C -4.25274 -0.40782 -0.31697
C 1.29597 4.27530 1.10852
C 3.57395 2.71417 1.49801
H 1.40716 -0.51164 2.65698
H -3.31762 -0.75882 -3.54300
H -5.37406 -0.43750 -2.13193
H -5.11430 -0.27411 0.32416
H 0.98610 -0.35537 5.07340
H -3.20424 -0.36587 4.17176
H 0.41745 4.88153 0.93530
H -3.78663 -0.41959 2.07460
H 4.46113 2.11051 1.63135
H -1.40239 -0.29221 5.86545
H -1.12963 -0.85631 -2.40953

[4]
49
Properties=species:S:1:pos:R:3 method="wB97M-V/def2-TZVPD" spin_multiplicity=6 e_above_lowest_kcal_mol=3.1 e_tot_ev=-176823.788 homo_energy_ev="-4.811 / -5.203" charge=-1 gap_ev="6.985 / 5.835" e_lumo_ev="2.2 / 0.6"
Ru 1.33898 -1.23572 0.02543
Se 2.12152 -3.23984 1.35206
Cl -1.50558 2.23065 2.68485
Cl 3.32205 4.03981 4.36874
Cl 0.22252 4.24543 4.37596
Cl 4.73721 1.80664 2.63108
S -2.19020 -1.35612 -0.83557
S 1.90815 -0.94454 -2.33653
O -2.82572 -0.71157 0.28252
O 0.03853 -4.23135 -0.57521
O 0.16624 0.34205 1.17374
O -2.01142 -0.49176 -2.00124
O 2.81110 0.15314 1.19234
N -0.83053 -2.11212 -0.47963
N 0.29589 1.06033 -1.73496
N 4.14544 -2.08042 3.28094
N 2.57974 1.51118 -1.51334
C 3.39555 3.53459 -0.53279
C 3.37053 -2.48782 2.52632
C -2.25885 -3.87077 -1.19384
C 3.03506 1.95374 2.70404
C -4.86268 -4.18976 -2.02970
C -4.02304 -5.29437 -1.90357
C -0.07420 2.21894 -1.15061
C 1.60132 0.65313 -1.82318
C 2.25387 2.66526 -0.95553
C -4.41066 -2.91025 -1.73751
C 2.40252 2.91436 3.44014
C 0.21266 2.13786 2.71209
C 0.82094 1.12120 1.91732
C -2.70800 -5.14769 -1.48356
C 0.97702 3.00566 3.44613
C 2.27655 1.01993 1.91455
C -3.09943 -2.78871 -1.32076
C -0.88369 -3.45474 -0.71829
C 0.92533 3.05654 -0.72340
C -1.53171 2.45349 -0.97698
H 3.07265 4.53473 -0.24844
H -4.40849 -6.28006 -2.13220
H -2.07015 2.27165 -1.90631
H -2.03707 -5.99010 -1.37975
H -5.88392 -4.33403 -2.35973
H 0.69155 3.99060 -0.23425
H -1.70591 3.47070 -0.63195
H -0.44656 0.40389 -2.02675
H 3.88626 3.06300 0.32101
H -1.91320 1.74869 -0.23537
H 4.12842 3.59227 -1.33636
H -5.05655 -2.04772 -1.83194